[1]
{"formula": "C6H13N2O", "method": "the ωB97M-V functional and the def2-TZVPD basis", "symbols": ["C", "C", "C", "C", "C", "C", "N", "N", "O", "H", "H", "H", "H", "H", "H", "H", "H", "H", "H", "H", "H", "H"], "xyz": [[1.37496, -0.46860, -1.01145], [0.78397, 0.70219, -0.80848], [-1.76917, -1.08715, 0.94812], [1.79871, -0.95968, -2.33975], [0.40660, 2.58994, 0.93250], [0.28465, 1.14491, 0.56261], [-1.84832, -1.54033, 2.17456], [-2.73925, -0.53214, 0.22181], [-0.17017, 0.31717, 1.39039], [1.60510, -0.84009, -0.00522], [2.86404, -0.69685, -2.47143], [1.82395, -2.02437, -2.37329], [1.20220, -0.58087, -3.16892], [0.11567, 2.81065, 2.02361], [1.34826, 3.07780, 0.65673], [-0.51372, 2.97266, 0.31411], [0.46072, 1.43165, -1.63548], [-1.08590, -2.23845, 2.46125], [-2.62487, -1.36644, 2.92262], [-2.50140, -0.29567, -0.75049], [-3.35924, 0.15045, 0.66555], [-1.02855, -1.67126, 0.33822]], "atomic_forces_ev_per_a": [[-0.30, 1.18, 1.05], [-2.43, 2.20, -0.52], [0.18, -3.07, -1.38], [1.11, 0.05, 0.23], [-2.62, 0.64, 0.39], [1.22, -1.50, 1.16], [-0.49, -1.16, 2.78], [0.33, 1.57, 0.16], [0.79, 1.69, -1.57], [0.35, -1.21, -0.77], [-0.40, 0.15, -0.18], [-0.25, -0.93, -0.06], [0.08, 0.16, 0.19], [0.64, -0.63, -1.67], [-0.45, -0.15, -0.22], [1.78, 0.12, 0.82], [0.79, -1.18, 1.05], [-1.71, 1.79, -0.44], [2.02, -0.15, -2.24], [-0.15, -0.24, 0.79], [0.07, -0.52, -0.20], [-0.56, 1.17, 0.61]], "multiplicity": 1, "gap_ev": 10.158, "charge": 1, "relative_energy_ev": 1.8675, "homo_energy_ev": -13.514}


[2]
{"formula": "C6H13N2O", "method": "the ωB97M-V functional and the def2-TZVPD basis", "symbols": ["C", "C", "C", "C", "C", "C", "N", "N", "O", "H", "H", "H", "H", "H", "H", "H", "H", "H", "H", "H", "H", "H"], "xyz": [[0.99328, 1.39129, -0.20620], [-0.18380, -0.99589, 0.88551], [-1.10591, -0.65463, -0.31836], [0.37124, -0.34340, -0.39062], [0.14324, -2.38485, 1.27886], [-2.14288, 0.49331, -0.30679], [2.27563, 1.42592, -0.55142], [0.28487, 2.44431, 0.05116], [1.26120, -1.06189, -1.19682], [-0.43099, -0.24986, 1.79004], [-1.33263, -1.40140, -0.96853], [1.01742, -2.40006, 1.93142], [0.50037, -2.78443, 0.33124], [-0.69459, -2.88733, 1.86024], [-3.27821, 0.19757, -0.14955], [-2.07768, 1.13303, -1.09125], [-2.05263, 1.01234, 0.67065], [2.70729, 0.53493, -0.97830], [2.88304, 2.20129, -0.68209], [-0.72676, 2.49716, 0.18241], [0.75083, 3.38754, -0.23083], [0.83768, -1.55496, -1.91077]], "atomic_forces_ev_per_a": [[0.27, -4.41, -1.97], [-1.79, 3.38, 1.24], [0.83, 2.85, 1.38], [0.65, 2.04, 1.43], [0.09, -0.20, 0.42], [-2.03, -2.61, 4.36], [-0.03, -2.80, -0.84], [0.79, 3.35, -0.68], [-0.13, 0.79, 0.85], [0.83, -1.54, -2.13], [-0.72, -2.43, -1.65], [-0.02, 0.10, 0.08], [-0.45, -1.25, 0.26], [0.96, 0.38, -1.33], [2.35, -0.09, -0.87], [0.22, 1.82, -2.43], [0.36, 0.20, -0.55], [-1.31, 1.60, 1.17], [-0.02, 1.11, 0.23], [0.63, -0.59, 0.00], [-1.24, -2.09, 1.05], [-0.25, 0.40, -0.02]], "smiles": "C[C@@H]1[C@@H](C)C1(O)C(N)=[NH2+]", "multiplicity": 1, "gap_ev": 10.595, "charge": 1, "relative_energy_ev": 2.9012, "homo_energy_ev": -13.766}


[3]
{"formula": "C6H13N2O", "method": "the ωB97M-V functional and the def2-TZVPD basis", "symbols": ["C", "C", "C", "C", "C", "C", "N", "N", "O", "H", "H", "H", "H", "H", "H", "H", "H", "H", "H", "H", "H", "H"], "xyz": [[-2.77483, -0.11720, 0.21254], [-0.25965, 0.06050, -1.20107], [-1.56277, 0.56229, 0.66407], [0.14877, -1.29891, -0.43173], [1.67748, -1.18490, -0.23714], [-0.01875, 2.35166, -0.11419], [-0.65784, 1.09518, -0.21911], [-0.41503, -1.24165, 0.92657], [-2.94070, -0.99859, -0.58438], [-3.65626, 0.30583, 0.85764], [0.46565, 0.47247, -1.88186], [-1.10216, -0.11413, -1.83619], [-1.74817, 1.23552, 1.49747], [-0.25306, -2.15675, -1.03568], [1.94666, -1.42184, 0.79424], [2.00739, -0.15032, -0.35802], [2.06871, -1.85143, -1.01700], [0.59168, 2.37204, -1.02999], [-0.57954, 3.27244, -0.02753], [0.62809, 2.29290, 0.72664], [0.18109, -0.73648, 1.62819], [-0.93259, -2.09082, 1.16884]], "atomic_forces_ev_per_a": [[-2.84, -0.73, 1.13], [-0.90, 0.53, 0.35], [2.68, 2.30, -1.64], [0.38, 2.03, 0.64], [-0.40, -0.58, -0.69], [1.86, 0.30, -0.74], [-3.02, -3.85, 0.33], [-0.81, 1.01, -0.36], [0.57, 0.59, 0.19], [0.88, -0.59, -1.23], [0.73, -0.07, 0.14], [-0.80, -0.50, -0.23], [0.14, -0.35, 0.43], [0.56, 0.74, 0.96], [0.30, -0.72, -0.44], [0.06, -0.18, -0.37], [0.86, 0.37, 0.61], [-0.03, 0.65, 0.52], [-0.82, -0.29, -0.19], [0.95, 0.37, 0.81], [-0.77, -1.65, -0.80], [0.44, 0.62, 0.57]], "smiles": "C[C@@H](N)C/[N+](C)=C\\C=O", "multiplicity": 1, "gap_ev": 8.895, "charge": 1, "relative_energy_ev": 3.3222, "homo_energy_ev": -13.934}


[4]
{"formula": "C6H13N2O2", "method": "the ωB97M-V functional and the def2-TZVPD basis", "symbols": ["C", "C", "C", "C", "C", "C", "N", "N", "O", "O", "H", "H", "H", "H", "H", "H", "H", "H", "H", "H", "H", "H", "H"], "xyz": [[1.68440, 0.86967, 0.72204], [-0.87189, -1.15390, -0.98690], [2.25984, 0.35992, -0.50788], [-1.76910, -0.75818, 0.11557], [0.25595, 0.74917, 0.53145], [-0.25918, -0.60677, 0.34224], [-0.50565, 1.89629, -0.03713], [0.32234, -1.62497, 1.08572], [2.71494, -0.81920, -0.75246], [-2.70169, 0.28994, -0.14750], [2.04274, 0.29378, 1.61501], [1.97374, 1.94796, 0.95385], [-0.73244, -2.18316, -1.12111], [-0.96316, -0.47926, -1.79979], [1.96557, 0.90549, -1.43258], [-2.22203, -1.75714, 0.67574], [-1.45502, 1.45231, -0.05845], [-0.55658, 2.76851, 0.65150], [-0.19236, -2.39312, 0.86578], [0.42382, -1.60211, 2.04450], [-0.22761, 2.30249, -0.96441], [3.16782, -1.23660, -0.05763], [-3.43432, 0.03362, -0.70067]], "atomic_forces_ev_per_a": [[2.36, 1.78, 3.21], [0.52, 1.10, 1.27], [-1.22, 1.62, -1.61], [-2.39, -3.58, 1.23], [0.63, -0.21, -0.99], [-3.06, 1.62, -1.17], [-0.02, 1.35, 1.59], [2.12, 0.79, -1.34], [-0.62, 0.28, -2.11], [1.43, 0.42, 1.27], [-0.26, 0.40, -0.69], [-0.14, -1.22, -0.48], [0.23, -1.18, -0.80], [0.40, 0.23, -0.94], [0.41, -0.53, 0.57], [0.81, 3.01, -1.07], [-0.36, 0.90, -0.64], [0.22, -2.30, -1.57], [-1.13, -3.17, -0.51], [-0.06, 0.92, 2.43], [-0.35, -0.73, 0.75], [0.71, -1.02, 2.02], [-0.23, -0.48, -0.40]], "multiplicity": 1, "gap_ev": [6.879, 8.010], "charge": 1, "relative_energy_ev": 6.1841, "homo_energy_ev": [-10.797, -11.268]}


[5]
{"formula": "C6H13N2O2S", "method": "the ωB97M-V functional and the def2-TZVPD basis", "symbols": ["C", "C", "C", "C", "C", "C", "N", "N", "O", "O", "S", "H", "H", "H", "H", "H", "H", "H", "H", "H", "H", "H", "H", "H"], "xyz": [[0.34031, 1.97976, -1.09783], [-1.14124, -0.69240, -0.27042], [-0.99840, 0.94786, 1.57299], [0.51931, -0.97289, 1.56031], [0.73902, 0.92030, -0.17946], [-0.17853, 0.02350, 0.64238], [1.70429, -1.03472, -2.39737], [1.89359, -2.05978, -1.48640], [1.37685, 2.39563, -1.77779], [-0.80321, 2.36641, -1.27503], [2.42211, 0.83319, 0.17627], [-0.87306, -1.60688, -0.67254], [-2.04376, -1.07466, 0.18482], [-1.47921, -0.01597, -1.11244], [-1.46450, 0.29345, 2.28674], [-0.40190, 1.58596, 2.08048], [-1.79949, 1.54918, 1.09758], [-0.04993, -1.83674, 1.59502], [1.43354, -1.22617, 1.19009], [0.57371, -0.41945, 2.63242], [1.81629, -0.08805, -1.92411], [0.85459, -1.21956, -2.92163], [2.12415, -1.66424, -0.58976], [2.20522, 1.93077, -1.51074]], "atomic_forces_ev_per_a": [[-0.42, -2.20, 1.33], [-1.93, 1.67, -1.23], [-2.52, -1.53, -1.84], [-1.22, 3.56, 2.67], [1.09, -0.60, 1.27], [-0.90, 1.29, -0.24], [0.62, 0.01, 2.27], [-0.88, -0.17, -1.70], [0.48, 2.17, -2.43], [-0.19, 0.51, -0.34], [0.46, -0.02, 0.13], [1.86, -1.67, -1.20], [-0.68, 0.61, 0.97], [0.35, -0.70, 0.90], [-0.53, -0.28, 0.56], [2.19, 2.07, 1.64], [0.57, -0.44, -0.16], [-1.39, -1.72, 0.57], [2.65, -0.54, -0.50], [0.38, -1.79, -2.29], [-0.61, -1.41, -1.08], [0.29, 0.39, -0.12], [0.67, 0.73, 0.20], [-0.32, 0.06, 0.62]], "multiplicity": 1, "gap_ev": [7.813, 6.338], "charge": -1, "relative_energy_ev": 1.6531, "homo_energy_ev": [-4.342, -2.841]}


The following electronic energy values (in Ha) correspond, in order, to the records above: -420.88436, -420.84637, -420.83090, -495.97852, -894.54284.